w.
The following is a quantum chemistry calculation of a cluster of 12 separate species, C48H72O36 in total, from OMol25.

Last column: Mulliken charge in e.
Cartesian coordinates (Å):
C 2.336 -2.570 5.716  -1.117
C 3.480 -3.444 5.081  0.532
C 3.729 -3.250 3.592  0.632
O 5.111 -3.239 3.580  -0.378
C 5.630 -3.097 4.790  0.652
O 6.824 -2.837 4.964  -0.620
O 4.641 -3.002 5.697  -0.359
H 2.412 -1.511 5.469  -0.018
H 2.427 -2.619 6.801  0.448
H 1.313 -2.832 5.445  0.343
H 3.270 -4.497 5.268  0.343
H 3.511 -2.256 3.202  -0.554
H 3.340 -3.999 2.902  0.154
C -0.065 -5.647 0.665  -0.857
C -1.293 -6.575 0.611  0.836
C -1.002 -8.062 0.583  -0.448
O -1.725 -8.574 1.699  -0.330
C -2.412 -7.636 2.293  0.626
O -3.109 -7.794 3.279  -0.607
O -2.037 -6.472 1.788  -0.331
H 0.400 -5.821 -0.305  0.402
H 0.526 -5.941 1.533  0.489
H -0.323 -4.600 0.824  -0.350
H -1.937 -6.302 -0.225  -0.043
H 0.082 -8.162 0.525  0.317
H -1.469 -8.462 -0.317  0.307
C -4.446 3.204 4.189  -1.555
C -3.679 2.075 3.446  0.440
C -2.450 2.457 2.614  1.436
O -1.451 1.614 3.191  -0.161
C -1.960 0.751 4.042  0.490
O -1.352 -0.105 4.669  -0.566
O -3.216 1.074 4.239  -0.393
H -3.840 3.825 4.849  0.389
H -5.292 2.824 4.761  0.404
H -4.949 3.872 3.490  0.323
H -4.395 1.463 2.898  0.133
H -2.162 3.505 2.700  0.217
H -2.675 2.292 1.560  -0.929
C -2.801 -3.252 -0.311  -0.383
C -4.116 -3.760 -0.949  0.091
C -4.700 -2.772 -1.953  0.490
O -4.901 -3.511 -3.106  -0.347
C -4.488 -4.773 -2.936  0.542
O -4.365 -5.638 -3.864  -0.648
O -3.990 -4.948 -1.699  -0.296
H -2.062 -3.290 -1.111  0.043
H -2.483 -3.872 0.528  0.249
H -2.690 -2.237 0.071  0.082
H -4.817 -3.868 -0.121  0.334
H -3.949 -2.008 -2.153  -0.364
H -5.610 -2.319 -1.560  0.330
C 4.610 -0.175 -2.755  -1.084
C 4.506 1.249 -3.293  0.691
C 3.690 2.201 -2.365  0.985
O 4.635 3.258 -2.196  -0.428
C 5.793 3.021 -2.869  0.478
O 6.637 3.866 -2.925  -0.588
O 5.766 1.829 -3.400  -0.359
H 5.218 -0.762 -3.443  0.400
H 3.717 -0.800 -2.749  0.205
H 5.073 -0.216 -1.769  0.105
H 4.003 1.306 -4.259  0.237
H 3.511 1.621 -1.460  -0.563
H 2.703 2.376 -2.792  -0.107
C -1.326 -4.538 -6.850  -1.572
C -1.189 -3.255 -6.089  0.441
C -2.415 -2.621 -5.526  -0.583
O -2.138 -2.200 -4.271  -0.134
C -0.980 -2.825 -3.867  0.608
O -0.544 -2.810 -2.729  -0.451
O -0.439 -3.575 -4.878  -0.412
H -0.331 -4.798 -7.212  0.369
H -2.039 -4.333 -7.648  0.395
H -1.843 -5.334 -6.313  0.354
H -0.532 -2.603 -6.665  0.324
H -3.272 -3.291 -5.464  0.297
H -2.750 -1.789 -6.145  0.333
C -1.492 6.921 -1.162  -1.392
C -1.272 5.772 -0.102  0.111
C -2.266 4.661 -0.249  -0.054
O -1.480 3.551 -0.228  0.645
C -0.158 3.816 -0.262  -0.541
O 0.789 3.051 -0.340  -0.150
O -0.030 5.117 -0.321  -0.399
H -1.714 6.549 -2.162  0.292
H -0.684 7.651 -1.206  0.371
H -2.365 7.426 -0.749  0.404
H -1.328 6.258 0.871  0.415
H -2.761 4.732 -1.217  -0.092
H -3.065 4.632 0.493  0.288
C 6.100 3.631 0.886  -1.371
C 6.474 2.200 0.559  0.427
C 7.346 1.449 1.584  -0.577
O 6.631 0.244 1.828  -0.303
C 5.476 0.271 1.155  0.174
O 4.656 -0.662 1.233  -0.531
O 5.314 1.421 0.514  0.233
H 6.959 4.258 1.128  0.444
H 5.382 3.684 1.704  0.204
H 5.612 4.166 0.072  0.287
H 6.957 2.179 -0.418  0.295
H 7.361 2.097 2.460  0.365
H 8.325 1.268 1.141  0.322
C -0.875 -0.005 -0.250  0.402
C 0.331 -0.861 0.317  0.839
C 1.323 -0.063 1.232  0.575
O 1.388 -0.933 2.356  0.562
C 0.441 -1.848 2.262  -0.130
O 0.286 -2.893 2.943  -0.630
O -0.329 -1.647 1.204  -0.238
H -1.510 0.428 0.523  0.288
H -1.501 -0.550 -0.957  -0.045
H -0.616 0.860 -0.860  -0.952
H 0.810 -1.381 -0.513  0.205
H 0.935 0.936 1.432  -0.229
H 2.306 0.025 0.770  -0.707
C -7.072 3.132 -2.746  -1.687
C -5.717 3.115 -2.000  0.691
C -5.783 3.395 -0.480  -0.365
O -5.020 2.301 0.055  -0.180
C -4.544 1.517 -0.933  0.246
O -3.801 0.542 -0.771  -0.330
O -5.157 1.812 -2.117  -0.307
H -7.725 2.365 -2.329  0.421
H -6.931 2.926 -3.807  0.393
H -7.531 4.120 -2.724  0.417
H -5.092 3.880 -2.461  -0.061
H -6.861 3.376 -0.324  0.451
H -5.377 4.373 -0.222  0.221
C -1.594 3.699 -3.570  -1.722
C -1.519 2.252 -3.089  1.725
C -1.774 1.170 -4.187  -0.609
O -0.673 0.237 -4.220  -0.362
C 0.323 0.832 -3.580  0.326
O 1.477 0.383 -3.430  -0.414
O -0.150 1.980 -2.898  0.090
H -1.096 3.772 -4.537  0.538
H -1.122 4.324 -2.812  0.296
H -2.586 4.136 -3.682  0.214
H -1.954 2.084 -2.103  -0.755
H -1.732 1.518 -5.219  0.472
H -2.713 0.650 -4.000  0.233
C 2.884 2.428 3.090  -1.356
C 2.796 1.435 4.296  1.693
C 4.120 0.632 4.376  0.657
O 4.267 0.516 5.783  -0.404
C 3.401 1.321 6.460  0.492
O 3.422 1.438 7.689  -0.605
O 2.661 2.007 5.581  -0.501
H 3.414 3.344 3.350  0.484
H 1.854 2.718 2.883  0.121
H 3.243 2.067 2.126  0.184
H 2.023 0.700 4.072  -0.445
H 4.891 1.234 3.895  0.103
H 4.108 -0.348 3.898  -0.535

Highest occupied orbital energy   -0.363 hartree
Lowest unoccupied orbital energy   -0.0296 Eh
Orbital gap   9.1 eV
SMILES string   C[C@H]1COC(=O)O1.C[C@H]1COC(=O)O1.C[C@H]1COC(=O)O1.C[C@H]1COC(=O)O1.C[C@H]1COC(=O)O1.C[C@H]1COC(=O)O1.C[C@H]1COC(=O)O1.C[C@H]1COC(=O)O1.C[C@H]1COC(=O)O1.C[C@H]1COC(=O)O1.C[C@H]1COC(=O)O1.C[C@H]1COC(=O)O1


x.
The following is a quantum chemistry calculation of a cluster of 12 separate species, C48H72O36 in total, from OMol25.

Last column: Mulliken charge in e.
Cartesian coordinates (Å):
C 0.714 -8.691 1.031  -1.329
C 0.257 -9.868 0.243  0.540
C 1.075 -10.480 -0.862  -0.416
O 0.745 -11.808 -0.873  -0.321
C -0.038 -12.106 0.258  0.633
O -0.454 -13.176 0.685  -0.542
O 0.030 -11.030 1.043  -0.357
H 1.254 -8.887 1.957  0.340
H -0.104 -8.088 1.426  0.334
H 1.196 -8.011 0.328  0.353
H -0.726 -9.710 -0.202  0.207
H 2.135 -10.313 -0.669  0.299
H 0.914 -10.168 -1.894  0.260
C 0.759 -4.505 8.353  -1.390
C 0.683 -3.111 7.734  0.513
C 0.979 -1.932 8.702  -0.403
O 2.146 -1.402 8.165  -0.302
C 2.427 -1.902 6.970  0.664
O 3.410 -1.469 6.241  -0.615
O 1.563 -2.886 6.657  -0.342
H -0.188 -4.712 8.852  0.364
H 1.522 -4.523 9.131  0.332
H 0.975 -5.400 7.769  0.346
H -0.332 -2.989 7.356  0.245
H 1.125 -2.426 9.662  0.307
H 0.240 -1.133 8.639  0.281
C 7.517 -5.463 2.438  -1.181
C 9.035 -5.621 2.785  0.621
C 9.557 -5.240 4.124  -0.425
O 10.116 -6.449 4.503  -0.328
C 10.269 -7.295 3.494  0.608
O 10.875 -8.343 3.535  -0.543
O 9.480 -6.896 2.441  -0.372
H 7.238 -4.717 1.694  0.291
H 7.066 -5.140 3.377  0.302
H 6.971 -6.348 2.112  0.320
H 9.532 -4.853 2.192  0.188
H 8.823 -4.891 4.850  0.261
H 10.369 -4.514 4.122  0.257
C -4.839 7.183 1.675  -1.319
C -3.605 8.071 1.628  0.333
C -2.484 7.410 0.815  -0.445
O -1.951 8.498 -0.025  -0.351
C -2.857 9.599 0.113  0.647
O -2.729 10.619 -0.528  -0.527
O -3.900 9.261 0.911  -0.338
H -4.368 6.269 2.038  0.383
H -4.971 6.984 0.612  0.355
H -5.600 7.628 2.317  0.347
H -3.281 8.383 2.621  0.347
H -2.825 6.607 0.162  0.294
H -1.626 7.085 1.404  0.274
C -2.415 4.680 9.675  -1.426
C -2.642 4.053 8.353  0.522
C -3.330 4.944 7.213  -0.485
O -2.352 5.127 6.314  -0.266
C -1.251 4.647 6.677  0.687
O -0.172 4.833 6.021  -0.638
O -1.384 3.944 7.790  -0.344
H -1.891 5.636 9.687  0.358
H -1.739 4.121 10.322  0.331
H -3.278 5.033 10.240  0.391
H -3.171 3.100 8.359  0.280
H -3.847 5.852 7.521  0.290
H -4.086 4.291 6.776  0.298
C -5.453 6.090 -4.935  -1.220
C -6.380 6.501 -6.178  0.350
C -7.923 6.452 -6.124  -0.399
O -8.241 7.516 -7.074  -0.342
C -7.278 8.430 -7.120  0.698
O -7.520 9.550 -7.484  -0.551
O -6.232 7.919 -6.510  -0.372
H -6.104 6.429 -4.129  0.310
H -4.624 6.739 -4.651  0.361
H -5.140 5.049 -5.001  0.321
H -6.040 5.930 -7.041  0.264
H -8.482 6.535 -5.192  0.307
H -8.200 5.466 -6.496  0.271
C 1.151 -0.873 0.087  -1.246
C 0.503 0.657 0.049  0.196
C 0.416 1.182 -1.431  -0.339
O -0.961 1.349 -1.665  -0.313
C -1.610 1.187 -0.401  0.613
O -2.820 1.382 -0.265  -0.559
O -0.800 0.595 0.529  -0.299
H 0.390 -1.554 -0.295  0.351
H 1.520 -1.004 1.104  0.315
H 2.067 -1.047 -0.478  0.379
H 0.995 1.322 0.759  0.333
H 0.992 0.564 -2.121  0.324
H 0.776 2.210 -1.461  0.248
C 3.748 -9.109 -8.359  -1.374
C 2.945 -7.836 -8.194  0.459
C 1.406 -7.921 -8.005  -0.347
O 1.190 -7.169 -6.865  -0.341
C 2.344 -6.873 -6.148  0.676
O 2.458 -6.343 -5.030  -0.563
O 3.370 -7.259 -6.923  -0.350
H 3.716 -9.736 -7.469  0.350
H 4.781 -8.797 -8.515  0.350
H 3.553 -9.672 -9.272  0.381
H 3.279 -7.225 -9.032  0.204
H 1.031 -8.930 -8.175  0.282
H 0.856 -7.463 -8.827  0.274
C 11.070 0.602 -6.275  -1.382
C 10.371 -0.414 -5.373  0.450
C 11.051 -0.542 -3.947  -0.474
O 9.945 -0.795 -3.079  -0.341
C 8.827 -0.269 -3.673  0.721
O 7.744 -0.070 -3.031  -0.622
O 9.176 0.129 -4.820  -0.303
H 10.627 0.654 -7.269  0.346
H 12.108 0.311 -6.437  0.378
H 11.100 1.600 -5.839  0.358
H 10.222 -1.349 -5.913  0.285
H 11.759 0.229 -3.644  0.290
H 11.672 -1.434 -3.867  0.294
C -10.573 2.858 -0.718  -1.435
C -11.984 3.418 -0.709  0.425
C -12.441 3.424 0.691  -0.410
O -12.834 4.789 0.821  -0.376
C -12.628 5.461 -0.313  0.707
O -12.711 6.604 -0.532  -0.520
O -11.938 4.748 -1.095  -0.357
H -9.998 3.329 0.080  0.387
H -10.120 3.425 -1.531  0.360
H -10.578 1.768 -0.680  0.365
H -12.607 2.799 -1.355  0.307
H -11.688 3.317 1.472  0.272
H -13.303 2.775 0.841  0.275
C 4.846 5.892 -4.674  -1.273
C 5.869 6.800 -3.897  0.350
C 6.754 6.160 -2.866  -0.302
O 8.029 6.400 -3.595  -0.330
C 7.871 6.949 -4.742  0.655
O 8.728 7.112 -5.578  -0.587
O 6.631 7.342 -4.960  -0.345
H 3.977 6.457 -5.010  0.341
H 4.363 5.132 -4.061  0.331
H 5.279 5.490 -5.590  0.339
H 5.233 7.572 -3.464  0.274
H 6.522 5.147 -2.538  0.277
H 6.704 6.828 -2.006  0.270
C -4.431 -3.921 3.030  -1.364
C -5.365 -2.909 2.473  0.509
C -6.828 -3.307 2.288  -0.489
O -7.548 -2.197 2.725  -0.301
C -6.755 -1.356 3.423  0.610
O -7.017 -0.162 3.837  -0.572
O -5.455 -1.980 3.415  -0.334
H -4.280 -4.576 2.172  0.377
H -4.832 -4.417 3.914  0.344
H -3.522 -3.401 3.332  0.324
H -5.007 -2.497 1.529  0.310
H -7.159 -4.009 3.054  0.305
H -7.113 -3.516 1.257  0.281

Highest occupied orbital energy   -0.388 hartree
Lowest unoccupied orbital energy   -0.0054 Eh
Orbital gap   10.4 eV
SMILES string   C[C@H]1COC(=O)O1.C[C@H]1COC(=O)O1.C[C@H]1COC(=O)O1.C[C@H]1COC(=O)O1.C[C@H]1COC(=O)O1.C[C@H]1COC(=O)O1.C[C@H]1COC(=O)O1.C[C@H]1COC(=O)O1.C[C@H]1COC(=O)O1.C[C@H]1COC(=O)O1.C[C@H]1COC(=O)O1.C[C@H]1COC(=O)O1


Winner for stability: w


w.
The following is a quantum chemistry calculation of the molecule C4H9BN2, from OMol25.

Last column: natural (NBO) charge in e.
Cartesian coordinates (Å):
B -0.186 0.552 -0.812  0.687
N -0.446 -0.815 -0.909  -0.624
C -1.274 -1.758 -1.574  -0.215
C -0.833 -1.964 -0.169  -0.221
N 0.313 1.147 0.333  -0.636
C 1.303 0.963 1.675  -0.234
C 1.043 2.217 0.900  -0.214
H -0.427 1.259 -1.722  -0.078
H -0.805 -2.350 -2.355  0.187
H -2.308 -1.497 -1.774  0.187
H -1.552 -1.826 0.633  0.188
H -0.076 -2.712 0.041  0.187
H 2.186 0.391 1.462  0.207
H 0.749 0.759 2.570  0.207
H 0.441 2.994 1.374  0.188
H 1.871 2.639 0.327  0.186

Highest occupied orbital energy   -0.311 hartree
Lowest unoccupied orbital energy   0.0355 Eh
Orbital gap   9.4 eV
SMILES string   B(N1CC1)N1CC1


x.
The following is a quantum chemistry calculation of a structure of composition C4H9BN2, from OMol25.

Last column: natural (NBO) charge in e.
Cartesian coordinates (Å):
B 0.714 0.856 -0.602  0.791
C 2.507 -0.235 1.028  -0.214
C 1.436 -1.252 0.872  -0.207
C -1.996 -0.153 -0.345  -0.272
C -2.154 1.045 -1.204  -0.261
N 1.348 0.015 0.234  -0.674
N -0.991 0.222 -1.292  -0.602
H 1.035 1.920 -0.929  -0.088
H 2.581 0.311 1.962  0.203
H 3.450 -0.363 0.513  0.204
H 1.607 -2.111 0.237  0.209
H 0.760 -1.438 1.698  0.206
H -1.839 -0.005 0.720  0.170
H -2.540 -1.060 -0.589  0.179
H -2.813 0.982 -2.066  0.180
H -2.120 2.027 -0.746  0.175

Highest occupied orbital energy   -0.296 hartree
Lowest unoccupied orbital energy   0.0293 Eh
Orbital gap   8.9 eV


Winner for stability: w